The following is a quantum chemistry calculation of a single C3H3N3O2 molecule in a non-equilibrium geometry, from OMol25.

Properties
- ΔE to the lowest compared entry with this formula, charge and spin (kcal/mol) = 147.3
- HOMO-LUMO gap (spin up / spin down) (Eh) = 0.2606 / 0.3443
- SMILES string = CN1N=NC(=O)C1=O
- LUMO (spin up / spin down) (eV) = -1.9879 / -1.0198
- 2S+1 = 1

Bonds (Å) are listed after each position.
CARTESIAN COORDINATES (ANGSTROEM)
1 C 0.60 0.95 1.24  N2 1.448, H9 1.088, H10 1.090, H11 1.088
2 N 0.22 0.27 0.02  C1 1.448, N3 1.338, C7 1.447
3 N 0.77 0.57 -1.16  N2 1.338, N4 1.398
4 N 0.81 -0.78 -1.50  N3 1.398, C5 1.417
5 C -0.54 -1.20 -1.50  N4 1.417, O6 1.191, C7 1.562
6 O -1.10 -2.00 -2.18  C5 1.191
7 C -0.98 -0.52 -0.16  N2 1.447, C5 1.562, O8 1.187
8 O -1.87 -0.67 0.60  C7 1.187
9 H 1.21 0.28 1.84  C1 1.088
10 H 1.16 1.85 0.99  C1 1.090
11 H -0.29 1.25 1.80  C1 1.088

Löwdin population analysis, charges in e, atoms 1 to 2: C -0.003; N -0.177